No. 1
34
Properties=species:S:1:pos:R:3 method="wB97M-V/def2-TZVPD" e_above_lowest_kcal_mol=3.2 total_charge=+1 e_lumo_ev="-4.502 / -4.504" homo_ev="-10.965 / -10.966" orbital_gap_ev="6.46 / 6.46"
W -0.59638 -0.48525 -0.99549
N 0.19020 -4.06873 -3.58679
C -0.07599 -3.19860 -2.60756
S -0.34700 -1.53729 -3.09194
N -0.13273 -3.61956 -1.38026
N -0.43615 -2.61040 -0.50875
C -0.78076 -3.00507 0.67206
C -1.16822 -1.99095 1.61134
C -1.45221 -2.27567 2.94100
C -1.72419 -1.23130 3.80191
C -1.69351 0.06673 3.30971
C -1.42883 0.28452 1.97486
N -1.18962 -0.72658 1.11873
H 0.26255 -3.78074 -4.54548
H 0.35297 -5.03421 -3.35246
H -0.78726 -4.05737 0.92293
H -1.43935 -3.29986 3.28449
H -1.94448 -1.42325 4.84287
H -1.88101 0.91596 3.95013
H -1.41799 1.27701 1.55392
O -0.57724 1.09147 -2.49202
C -0.62417 1.74701 -1.41576
O -1.54714 1.35014 -0.58604
C 0.51841 2.57133 -0.97304
C 0.57468 3.95270 -0.99848
C 1.74463 4.58436 -0.59707
C 2.83487 3.83390 -0.18219
C 2.77442 2.44690 -0.14949
C 1.61132 1.80256 -0.54251
S 1.48223 0.02220 -0.35887
H -0.27510 4.52958 -1.33766
H 1.80587 5.66350 -0.61047
H 3.74337 4.33096 0.12955
H 3.62379 1.87399 0.19880

***

No. 2
38
Properties=species:S:1:pos:R:3 method="wB97M-V/def2-TZVPD" e_above_lowest_kcal_mol=0.0 e_lumo_ev=-1.908 homo_ev=-9.850 orbital_gap_ev=7.94
C 3.08189 0.21016 -0.86932
C 2.39015 -1.05922 -1.32544
O 2.58435 -1.36325 -2.49597
C 1.40957 -1.84119 -0.46432
C 1.95449 -2.16989 0.95282
C 0.98440 -2.86468 1.93828
N -0.13147 -2.28526 2.49093
O 1.26559 -3.95320 2.39577
C 1.01378 -3.12628 -1.19665
C -0.23842 -3.14940 -1.79221
N -0.73566 -4.20994 -2.55545
O -1.82772 -4.06050 -3.17854
O -0.09382 -5.24956 -2.59307
S -1.11257 -1.66408 -1.47548
C 0.15878 -0.97654 -0.42699
N 0.08634 -0.03539 0.47809
C -1.14514 0.59048 0.62445
O -2.08002 -0.06992 1.13117
C -1.30476 2.01147 0.30409
C -2.27066 2.80226 0.95286
C -2.29638 4.19761 0.78033
N -3.12392 5.07275 1.53204
O -3.10603 6.29644 1.29655
O -3.84119 4.57752 2.38813
C -1.45761 4.66983 -0.22376
C -0.62581 3.80572 -0.95716
N -0.50172 2.51948 -0.65987
H 3.26969 0.85254 -1.72259
H 4.07675 -0.03830 -0.51856
H 2.50807 0.71670 -0.07411
H 2.24623 -1.22240 1.39802
H 2.78860 -2.81783 0.81355
H -0.82564 -2.88448 2.91101
H -0.43657 -1.42218 2.00936
H 1.70028 -3.98803 -1.27418
H -2.95836 2.27224 1.64719
H -1.43163 5.69081 -0.52231
H 0.02614 4.16551 -1.71868

***

No. 3
71
Properties=species:S:1:pos:R:3 method="wB97M-V/def2-TZVPD" total_charge=-2 e_lumo_ev=-2.922 homo_ev=-4.380 orbital_gap_ev=1.46
C 5.54250 -0.18483 1.63746
C 4.45588 -1.06676 0.72053
C 3.37832 -0.01642 0.03550
Cl 2.25006 -0.83424 -1.22935
C 2.59035 0.94198 1.10625
C 3.10757 2.52738 1.24664
C 2.47198 3.62624 2.28184
N 2.93018 5.08430 2.47245
S 1.78729 5.67689 3.70247
N 0.75726 4.30915 4.04625
C 1.20963 3.13580 3.20566
C 0.65106 1.59522 3.12917
C 1.36232 0.50526 2.09657
B 0.75998 -1.01632 2.09668
N -0.78328 -1.14001 2.13008
O 1.50378 -2.28629 2.11545
H 6.63950 -0.59381 1.49688
H 5.46546 0.95457 1.38523
H 5.24904 -0.36697 2.76774
H 5.11372 -1.60618 -0.08744
H 3.98054 -1.83592 1.45972
H 4.05526 0.71987 -0.61876
H 4.01861 2.85390 0.56353
H -0.24105 1.26239 3.82315
H -1.17285 -0.60753 1.31082
H -1.15657 -0.69094 3.01624
H 1.90846 -2.44457 3.02255
C 3.56536 8.63528 0.28862
O 4.62382 8.33084 0.88935
O 2.50556 8.37214 1.04007
O 3.36736 9.12180 -0.84713
H 3.07368 8.04000 1.76455
Ca 2.82715 -3.62186 1.49897
C 6.42717 -4.39458 5.08991
Cl 5.13591 -4.42129 3.86242
Cl 6.80802 -2.70665 5.51461
Cl 5.88083 -5.26461 6.54561
Cl 7.88384 -5.18582 4.43682
C -1.37287 0.00280 -2.44958
Cl -0.35952 -1.43180 -2.74934
Cl -3.08289 -0.40770 -2.73573
Cl -1.16413 0.53526 -0.76215
Cl -0.88482 1.31532 -3.55119
F -2.68289 2.11134 -0.15964
Na 5.71711 1.06134 -1.57782
C -6.26738 -2.05500 -2.90938
F -5.92147 -1.77777 -4.19989
F -5.28092 -1.52441 -2.12571
F -7.38660 -1.31521 -2.64556
S -6.52165 -3.83447 -2.59675
O -5.22902 -4.44948 -2.90953
O -7.61393 -4.21211 -3.49664
N -6.88668 -3.70341 -1.06031
S -7.19164 -5.10725 -0.39055
O -6.04861 -6.00620 -0.21252
O -8.43322 -5.76875 -0.79981
C -7.54108 -4.47535 1.28428
F -8.58538 -3.59288 1.30047
F -6.47886 -3.79986 1.81794
F -7.85689 -5.45778 2.17662
Be 0.51462 7.49218 0.80468
F -10.48961 -5.40398 -6.44657
Al -8.78541 -5.58490 -7.00023
F -7.95438 -3.98920 -6.91675
F -8.76625 -6.18346 -8.69871
F -7.93126 -6.76283 -5.93892
O 5.18165 8.88406 -3.35260
P 6.11032 7.78366 -2.81342
O 6.83588 8.29502 -1.55812
O 7.14503 7.41428 -3.88919
O 5.27905 6.54110 -2.45445

***

No. 4
39
Properties=species:S:1:pos:R:3 method="wB97M-V/def2-TZVPD" total_charge=-1 e_lumo_ev=-0.152 homo_ev=-7.324 orbital_gap_ev=7.17
C -2.14404 4.98563 0.47577
C -3.37342 3.86533 0.29973
O -3.03452 3.09117 -0.90435
C -3.04663 1.64029 -0.66197
C -1.53267 0.94097 -0.78833
C -1.19910 0.35471 0.73236
C -1.15581 1.36058 1.82843
C -0.87836 0.99309 3.43460
O -0.58448 1.94392 4.35999
C -1.02660 -0.62409 3.80766
C -1.05138 -1.65956 2.69834
S -1.26656 -3.43988 3.24231
C -0.92059 -1.22013 1.09392
O -0.57396 -2.15094 0.17771
H -2.34928 5.89587 -0.23192
H -2.03202 5.35222 1.58208
H -1.11387 4.51011 0.15054
H -3.36676 3.24700 1.30170
H -4.39339 4.44183 0.24665
H -3.66525 1.16082 -1.56342
H -3.56480 1.30474 0.33187
H -0.72111 1.67997 -1.19416
H -1.61727 0.03859 -1.53719
H -1.31604 2.49987 1.59811
H -1.14159 -0.94468 4.92886
H -0.21126 -3.71154 4.12837
B 3.63659 -2.73578 -2.27144
O 4.86552 -2.68002 -3.06949
C 5.05239 -3.90469 -3.58118
O 5.98991 -4.20924 -4.30062
C 3.99246 -4.78034 -3.15447
O 3.87221 -5.95868 -3.44808
O 3.13455 -4.10976 -2.37260
O 3.90166 -2.37541 -0.87491
C 3.13635 -1.31079 -0.59635
O 3.11242 -0.75070 0.48762
C 2.36681 -0.94451 -1.75650
O 1.57498 -0.01878 -1.83031
O 2.64490 -1.77721 -2.76933

***

No. 5
38
Properties=species:S:1:pos:R:3 method="wB97M-V/def2-TZVPD" e_above_lowest_kcal_mol=9.8 e_lumo_ev=-0.944 homo_ev=-9.907 orbital_gap_ev=8.96
C 7.63329 24.69176 -10.77156
C 6.85932 24.16000 -11.79187
C 6.31840 22.88786 -11.56954
C 6.37715 22.30401 -10.32179
C 7.17285 22.86078 -9.32438
C 7.89144 24.03295 -9.57640
N 5.62505 21.10561 -9.99066
O 5.83572 20.52468 -8.94834
O 4.75362 20.76882 -10.77051
H 8.05834 25.66623 -11.00040
H 6.66846 24.64977 -12.73203
H 5.74872 22.54474 -12.42550
H 7.26856 22.38622 -8.35862
H 8.37617 24.52119 -8.74491
C 3.17568 20.70008 -13.58200
C 1.78687 20.71184 -13.83339
C 1.23485 19.63782 -14.52766
C 1.98343 18.51766 -14.81086
C 3.35944 18.55243 -14.70564
C 3.92519 19.61860 -14.01882
N 1.34638 17.36394 -15.43890
O 2.03647 16.44551 -15.80514
O 0.14205 17.36617 -15.52752
H 3.57271 21.56652 -13.07714
H 1.28057 21.64742 -13.64631
H 0.17304 19.62385 -14.73931
H 3.95603 17.67938 -14.93117
H 4.99973 19.62504 -13.86012
C 6.37961 17.58165 -11.03690
Br 7.17140 18.64323 -12.49633
Br 7.75544 16.53814 -10.14873
Br 5.03181 16.40528 -11.84609
H 5.89263 18.26348 -10.35170
C 3.15832 14.48609 -9.37798
Br 5.03281 13.88711 -9.31575
Br 2.86692 15.82436 -8.01995
Br 1.93291 12.99890 -9.04433
H 2.99602 14.91668 -10.35492

***

No. 6
36
Properties=species:S:1:pos:R:3 method="wB97M-V/def2-TZVPD" e_above_lowest_kcal_mol=4.7 e_lumo_ev=-1.104 homo_ev=-8.015 orbital_gap_ev=6.91
Cu -0.53814 1.77803 -0.02381
N 0.38720 0.45687 -2.61817
C -0.17105 1.64893 -2.85856
N -0.96698 1.75994 -3.93504
S 0.14793 2.97499 -1.85128
H 0.06299 -0.37836 -3.07884
H 0.88314 0.34779 -1.73779
H -1.06002 1.02181 -4.61200
H -1.34895 2.66589 -4.14112
Br 2.90619 -2.18731 1.03022
C 3.26996 -0.72909 2.18894
C 4.31791 -0.93456 3.07748
C 4.66584 0.04823 3.98859
C 3.95957 1.24030 4.01828
C 2.91416 1.43445 3.13325
C 2.54788 0.46380 2.19761
C 1.40072 0.80877 1.27485
O 1.11641 0.07235 0.30604
O 0.76882 1.87999 1.53391
H 4.85562 -1.87188 3.04903
H 5.48593 -0.12342 4.67405
H 4.22116 2.01500 4.72725
H 2.34661 2.35376 3.13593
Se -1.75342 -0.43217 1.76283
N -1.99742 0.41131 0.22474
C -2.66303 -0.41223 -0.57232
C -3.06528 -0.11176 -1.90547
C -3.75205 -1.05242 -2.59960
C -4.07894 -2.32609 -2.02941
C -3.72713 -2.64512 -0.76133
C -3.00747 -1.68606 0.01343
N -2.61825 -1.87149 1.26535
H -2.83190 0.85984 -2.31751
H -4.07943 -0.84220 -3.61042
H -4.62626 -3.03831 -2.63265
H -3.97230 -3.59957 -0.31646

***

Repeat the sixth record exactly.
36
Properties=species:S:1:pos:R:3 method="wB97M-V/def2-TZVPD" e_above_lowest_kcal_mol=4.7 e_lumo_ev=-1.104 homo_ev=-8.015 orbital_gap_ev=6.91
Cu -0.53814 1.77803 -0.02381
N 0.38720 0.45687 -2.61817
C -0.17105 1.64893 -2.85856
N -0.96698 1.75994 -3.93504
S 0.14793 2.97499 -1.85128
H 0.06299 -0.37836 -3.07884
H 0.88314 0.34779 -1.73779
H -1.06002 1.02181 -4.61200
H -1.34895 2.66589 -4.14112
Br 2.90619 -2.18731 1.03022
C 3.26996 -0.72909 2.18894
C 4.31791 -0.93456 3.07748
C 4.66584 0.04823 3.98859
C 3.95957 1.24030 4.01828
C 2.91416 1.43445 3.13325
C 2.54788 0.46380 2.19761
C 1.40072 0.80877 1.27485
O 1.11641 0.07235 0.30604
O 0.76882 1.87999 1.53391
H 4.85562 -1.87188 3.04903
H 5.48593 -0.12342 4.67405
H 4.22116 2.01500 4.72725
H 2.34661 2.35376 3.13593
Se -1.75342 -0.43217 1.76283
N -1.99742 0.41131 0.22474
C -2.66303 -0.41223 -0.57232
C -3.06528 -0.11176 -1.90547
C -3.75205 -1.05242 -2.59960
C -4.07894 -2.32609 -2.02941
C -3.72713 -2.64512 -0.76133
C -3.00747 -1.68606 0.01343
N -2.61825 -1.87149 1.26535
H -2.83190 0.85984 -2.31751
H -4.07943 -0.84220 -3.61042
H -4.62626 -3.03831 -2.63265
H -3.97230 -3.59957 -0.31646